(1)
A cluster of 4 separate species, C19H46Cl2N4O3P in total. Source: the OMol25 dataset; level of theory: the ωB97M-V functional and the def2-TZVPD basis.

## Properties
Energy   -2457.9817 Ha
HOMO energy   -3.5 eV
LUMO   2.24 eV
M   480.5 g mol⁻¹
Frontier orbital gap   5.704 eV

ORCA input file:
```
! wB97M-V def2-TZVPD RIJCOSX def2/J DEFGRID3
* xyz -1 1
C 0.365 -0.348 5.209
C 1.452 -0.045 4.168
P 1.218 1.370 2.990
C 1.995 2.758 3.925
C 1.765 2.878 5.444
N -0.400 1.605 2.676
C -1.299 2.132 3.471
Cl -1.159 3.958 3.814
C -2.439 1.643 3.988
C -3.482 2.357 4.794
Cl -2.808 -0.029 3.644
H -0.381 -1.029 4.800
H -0.145 0.552 5.545
H 0.789 -0.847 6.085
H 1.635 -0.919 3.545
H 2.391 0.176 4.689
H 1.713 3.681 3.421
H 3.063 2.598 3.758
H 1.753 3.923 5.759
H 0.780 2.496 5.716
H 2.527 2.339 6.004
H -4.123 2.980 4.163
H -4.131 1.625 5.271
H -3.031 2.981 5.564
C 1.317 -1.843 -1.894
C 0.630 -1.341 -0.626
C -0.886 -1.582 -0.617
O -1.637 -0.712 -1.446
C -1.679 -1.057 -2.809
N 0.983 0.054 -0.398
H 1.162 -1.164 -2.733
H 2.393 -1.908 -1.730
H 0.958 -2.833 -2.188
H 1.033 -1.914 0.217
H -1.251 -1.402 0.396
H -1.118 -2.626 -0.878
H -1.684 -2.144 -2.947
H -0.840 -0.636 -3.372
H -2.603 -0.647 -3.221
H 0.634 0.336 0.518
H 0.462 0.620 -1.063
C 5.233 -5.397 -4.806
C 4.503 -4.885 -3.567
C 2.987 -5.111 -3.603
O 2.275 -4.229 -4.443
C 2.261 -4.557 -5.815
N 4.863 -3.484 -3.352
H 5.105 -4.720 -5.651
H 6.301 -5.466 -4.605
H 4.875 -6.386 -5.100
H 4.874 -5.453 -2.708
H 2.595 -4.928 -2.600
H 2.752 -6.153 -3.862
H 2.245 -5.641 -5.965
H 3.116 -4.135 -6.350
H 1.353 -4.130 -6.240
H 4.486 -3.164 -2.465
H 4.382 -2.923 -4.048
C -2.710 4.486 -1.672
C -2.442 3.872 -0.299
C -3.304 2.646 0.020
O -4.654 2.938 0.353
C -5.517 3.145 -0.738
N -2.544 4.911 0.728
H -3.626 5.080 -1.672
H -1.892 5.152 -1.946
H -2.798 3.718 -2.443
H -1.408 3.516 -0.290
H -2.883 2.157 0.901
H -3.275 1.920 -0.804
H -5.248 2.504 -1.585
H -5.523 4.187 -1.074
H -6.525 2.887 -0.411
H -2.249 4.480 1.599
H -3.528 5.125 0.863
*
```

(2)
A structure of composition C19H46Cl2P2V. Source: the OMol25 dataset; level of theory: the ωB97M-V functional and the def2-TZVPD basis.

## Properties
Energy   -3298.6975 Ha
HOMO energy (alpha / beta)   -3.5 / -3.5 eV
LUMO (alpha / beta)   3.00 / 3.00 eV
M   458.4 g mol⁻¹
Frontier orbital gap (alpha / beta)   6.448 / 6.458 eV

ORCA input file:
```
! wB97M-V def2-TZVPD RIJCOSX def2/J DEFGRID3
* xyz -1 3
V -0.027 0.129 0.035
Cl -0.531 -2.017 -0.668
P -2.110 0.762 -1.089
C -3.549 -0.431 -0.910
C -2.777 2.480 -0.819
C -1.728 0.623 -2.909
C -3.634 -1.193 0.426
H -3.323 -1.177 -1.695
C -4.910 0.213 -1.186
H -5.210 0.884 -0.368
H -5.649 -0.598 -1.237
H -4.957 0.759 -2.134
H -2.785 -1.880 0.557
H -4.566 -1.785 0.417
H -3.684 -0.512 1.287
H -1.484 -0.451 -2.997
C -0.496 1.424 -3.369
C -2.960 0.936 -3.764
H -3.733 0.169 -3.670
H -2.665 0.972 -4.820
H -3.394 1.914 -3.513
H 0.202 1.658 -2.551
H -0.784 2.368 -3.854
H 0.061 0.820 -4.104
C -3.000 2.770 0.670
H -3.754 2.463 -1.320
C -1.909 3.577 -1.428
H -3.709 2.075 1.142
H -3.420 3.784 0.764
H -2.047 2.755 1.217
H -0.862 3.443 -1.124
H -2.237 4.541 -1.017
H -1.967 3.621 -2.521
Cl 0.849 2.282 0.016
H 0.716 0.085 -1.221
P 2.066 -1.032 0.905
C 2.918 -2.155 -0.329
C 3.457 0.014 1.519
C 1.612 -2.216 2.292
C 2.827 -1.606 -1.761
H 2.306 -3.072 -0.265
C 4.375 -2.504 0.009
H 5.059 -1.684 -0.243
H 4.661 -3.370 -0.603
H 4.542 -2.783 1.053
H 1.805 -1.693 -2.150
H 3.492 -2.193 -2.414
H 3.132 -0.548 -1.821
H 0.882 -2.860 1.765
C 0.892 -1.604 3.525
C 2.782 -3.069 2.782
H 3.147 -3.756 2.016
H 2.442 -3.676 3.630
H 3.610 -2.442 3.143
H 0.837 -0.507 3.515
H 1.405 -1.891 4.457
H -0.135 -2.000 3.588
C 3.982 0.934 0.414
H 4.242 -0.703 1.794
C 3.040 0.794 2.761
H 4.617 0.419 -0.317
H 4.586 1.724 0.881
H 3.155 1.435 -0.111
H 2.161 1.421 2.553
H 3.872 1.458 3.035
H 2.838 0.139 3.618
C -1.051 0.365 1.875
H -2.054 0.807 1.825
H -0.401 1.017 2.478
H -1.068 -0.625 2.333
*
```

(3)
A cluster of 3 separate species, C19H46O5PS2 in total. Source: the OMol25 dataset; level of theory: the ωB97M-V functional and the def2-TZVPD basis.

## Properties
Energy   -2265.0627 Ha
Energy above the lowest of the compared OMol25 structures with the same formula, charge and spin   80.4 kcal per mole
HOMO energy   -3.4 eV
LUMO   2.35 eV
M   449.7 g mol⁻¹
Frontier orbital gap   5.752 eV

ORCA input file:
```
! wB97M-V def2-TZVPD RIJCOSX def2/J DEFGRID3
* xyz -1 1
C 6.073 -2.588 0.851
C 5.905 -1.851 -0.641
C 4.791 -0.663 -0.461
C 4.936 0.602 -1.489
C 4.209 1.984 -0.900
C 2.592 2.039 -1.161
C 1.665 2.013 0.191
C 1.427 0.407 0.593
O 0.423 -0.131 -0.384
P -0.658 1.222 -0.744
C -1.956 0.889 0.606
C -1.862 -0.531 1.389
C -2.380 -1.866 0.628
C -3.118 -1.699 -0.807
C -2.269 -2.135 -2.135
O -1.009 -2.842 -1.901
C 0.098 -2.322 -2.718
C 1.494 -2.790 -1.924
O 0.246 2.493 0.105
H 7.198 -2.527 1.211
H 5.775 -3.727 0.828
H 5.426 -2.075 1.686
H 5.529 -2.688 -1.367
H 6.902 -1.370 -1.027
H 4.837 -0.233 0.637
H 3.720 -1.138 -0.656
H 6.105 0.820 -1.596
H 4.535 0.292 -2.546
H 4.693 2.866 -1.543
H 4.424 2.093 0.254
H 2.303 1.095 -1.802
H 2.317 2.982 -1.840
H 2.318 2.628 0.964
H 2.364 -0.245 0.841
H 0.957 0.549 1.682
H -1.562 0.500 -1.618
H -1.534 2.353 -1.080
H -0.024 1.596 -2.015
H -3.082 1.049 0.244
H -1.800 1.739 1.431
H -2.533 -0.401 2.371
H -0.777 -0.763 1.832
H -1.469 -2.640 0.639
H -3.177 -2.386 1.355
H -3.580 -0.637 -1.036
H -4.066 -2.429 -0.792
H -2.015 -1.227 -2.868
H -2.948 -2.862 -2.795
H 0.143 -2.804 -3.806
H 0.161 -1.148 -2.773
H 2.441 -2.214 -2.304
H 1.424 -2.602 -0.755
H 1.713 -3.942 -2.064
C -0.633 -0.733 5.639
S -2.096 -1.797 5.596
O -2.920 -1.382 4.413
C -2.880 -1.104 7.073
H -0.009 -0.968 4.773
H -0.931 0.317 5.595
H -0.067 -0.925 6.553
H -3.042 -0.032 6.943
H -2.243 -1.285 7.943
H -3.841 -1.601 7.219
C -3.788 3.913 -3.852
S -4.356 3.109 -2.334
O -4.530 1.650 -2.635
C -6.001 3.862 -2.322
H -2.779 3.556 -4.076
H -4.453 3.661 -4.681
H -3.761 4.996 -3.706
H -6.533 3.614 -3.244
H -5.906 4.946 -2.224
H -6.555 3.469 -1.467
*
```

(4)
A structure of composition C19H47GaNO8. Source: the OMol25 dataset; level of theory: the ωB97M-V functional and the def2-TZVPD basis.

## Properties
Energy   -3333.4468 Ha
Energy above the lowest of the compared OMol25 structures with the same formula, charge and spin   11.9 kcal per mole
HOMO energy   -4.4 eV
LUMO   2.38 eV
M   487.3 g mol⁻¹
Frontier orbital gap   6.753 eV

ORCA input file:
```
! wB97M-V def2-TZVPD RIJCOSX def2/J DEFGRID3
* xyz -1 1
C 1.627 0.343 -2.164
C 0.669 -0.298 -1.195
O -0.411 -0.613 -1.553
N 1.139 -0.450 0.149
C 0.306 0.332 1.073
C 1.298 -1.867 0.528
C 2.741 -2.236 0.901
C 3.348 -3.233 -0.051
C 3.492 -2.681 -1.481
Ga 2.516 -3.826 -2.881
O 1.098 -4.724 -1.996
H 2.550 0.565 -1.655
H 1.212 1.255 -2.567
H 1.858 -0.386 -2.929
H 0.923 0.983 1.682
H -0.348 -0.273 1.692
H -0.335 0.980 0.488
H 0.944 -2.525 -0.253
H 0.690 -2.085 1.397
H 2.768 -2.631 1.913
H 3.345 -1.336 0.905
H 2.820 -4.180 -0.056
H 4.349 -3.459 0.310
H 3.198 -1.641 -1.536
H 4.538 -2.704 -1.760
H 1.950 -2.825 -4.019
H 3.506 -4.963 -3.479
H 0.990 -5.570 -2.444
C -2.472 2.642 -4.448
O -2.257 1.277 -4.745
C -2.699 0.399 -3.713
C -4.070 -0.171 -4.003
O -5.086 0.830 -4.040
C -5.398 1.257 -5.352
H -2.421 3.200 -5.383
H -3.448 2.814 -3.989
H -1.689 3.012 -3.775
H -2.687 0.908 -2.746
H -1.983 -0.423 -3.660
H -4.334 -0.862 -3.197
H -4.060 -0.737 -4.940
H -6.067 0.537 -5.839
H -4.503 1.385 -5.964
H -5.909 2.217 -5.277
C 1.299 4.222 1.149
O 2.294 3.550 1.901
C 3.538 3.444 1.225
C 4.520 4.512 1.659
O 4.083 5.823 1.326
C 3.452 6.493 2.402
H 0.515 4.538 1.837
H 1.690 5.104 0.637
H 0.866 3.539 0.410
H 3.390 3.474 0.141
H 3.957 2.465 1.476
H 5.466 4.349 1.132
H 4.718 4.438 2.733
H 4.203 6.901 3.089
H 2.779 5.835 2.955
H 2.870 7.316 1.987
C -1.361 -4.014 3.498
O -1.480 -2.610 3.331
C -2.734 -2.210 2.803
C -3.688 -1.740 3.882
O -4.037 -2.776 4.791
C -3.269 -2.758 5.980
H -0.539 -4.198 4.189
H -2.272 -4.455 3.908
H -1.128 -4.489 2.540
H -3.180 -3.020 2.219
H -2.544 -1.375 2.122
H -4.616 -1.409 3.405
H -3.265 -0.887 4.421
H -3.654 -1.999 6.671
H -2.214 -2.561 5.782
H -3.357 -3.738 6.448
*
```

(5)
A structure of composition C19H48As3InN2O4P. Source: the OMol25 dataset; level of theory: the ωB97M-V functional and the def2-TZVPD basis.

## Properties
Energy   -8401.0813 Ha
HOMO energy (alpha / beta)   -16.3 / -16.2 eV
LUMO (alpha / beta)   -11.25 / -11.23 eV
M   739.2 g mol⁻¹
Frontier orbital gap (alpha / beta)   5.020 / 4.962 eV

ORCA input file:
```
! wB97M-V def2-TZVPD RIJCOSX def2/J DEFGRID3
* xyz 3 1
In 1.092 1.154 -0.616
C -0.535 0.829 4.194
As 0.406 0.262 2.559
C 2.226 0.697 3.124
C 0.483 -1.770 2.762
C -0.623 -2.615 2.156
C -1.985 -1.963 2.424
C -0.430 -2.831 0.665
As -0.939 -1.374 -0.666
C -0.380 -2.312 -2.290
C -2.879 -1.571 -0.897
C -0.749 -4.004 2.892
As 0.717 -5.337 3.185
C 1.983 -4.534 4.448
C 1.818 -5.449 1.562
H -0.160 0.278 5.057
H -1.612 0.696 4.114
H -0.332 1.888 4.358
H 2.450 0.276 4.106
H 2.311 1.782 3.201
H 2.959 0.351 2.395
H 0.519 -1.904 3.847
H 1.448 -2.046 2.327
H -1.977 -0.956 1.982
H -2.180 -1.878 3.493
H -2.792 -2.544 1.978
H -1.024 -3.685 0.329
H 0.623 -3.023 0.448
H -0.691 -3.358 -2.268
H 0.699 -2.258 -2.431
H -0.855 -1.842 -3.151
H -3.143 -2.625 -0.979
H -3.158 -1.072 -1.824
H -3.439 -1.112 -0.086
H -1.532 -4.567 2.381
H -1.122 -3.823 3.904
H 1.502 -4.324 5.401
H 2.395 -3.616 4.024
H 2.804 -5.227 4.636
H 1.207 -5.676 0.694
H 2.551 -6.247 1.676
H 2.353 -4.510 1.426
C 4.957 1.603 -2.148
N 5.094 0.166 -2.054
C 4.153 -0.634 -1.557
N 4.432 -1.952 -1.485
O 3.046 -0.212 -1.140
H 5.722 1.987 -2.818
H 5.079 2.070 -1.165
H 3.970 1.855 -2.551
H 5.977 -0.233 -2.337
H 5.251 -2.348 -1.913
H 3.711 -2.587 -1.193
C -0.874 5.651 -4.046
C -1.570 5.536 -2.708
O -1.860 4.176 -2.375
P -0.825 3.041 -1.949
O -1.042 2.851 -0.356
C -2.348 3.038 0.241
C -2.533 4.430 0.811
O -1.615 1.720 -2.446
C -1.986 1.608 -3.835
C -3.394 2.114 -4.090
H -0.671 6.696 -4.256
H -1.496 5.259 -4.846
H 0.067 5.103 -4.035
H -2.558 6.008 -2.751
H -0.990 6.013 -1.911
H -2.387 2.285 1.035
H -3.121 2.823 -0.499
H -1.794 4.649 1.577
H -3.523 4.511 1.251
H -2.456 5.183 0.033
H -1.920 0.547 -4.090
H -1.267 2.161 -4.445
H -4.134 1.502 -3.584
H -3.592 2.081 -5.158
H -3.513 3.139 -3.752
*
```

(6)
A structure of composition C19H48Cl2O8P. Source: the OMol25 dataset; level of theory: the ωB97M-V functional and the def2-TZVPD basis.

## Properties
Energy   -2615.8974 Ha
HOMO energy   -10.4 eV
LUMO   -3.62 eV
M   506.5 g mol⁻¹
Frontier orbital gap   6.778 eV

ORCA input file:
```
! wB97M-V def2-TZVPD RIJCOSX def2/J DEFGRID3
* xyz 1 1
C 1.282 -1.634 2.954
C 0.090 -2.533 3.267
Cl -1.293 -1.553 3.821
C 0.376 -3.668 4.281
P 2.061 -4.335 4.215
Cl 0.265 -3.243 6.002
H 0.934 -0.635 2.688
H 1.858 -2.024 2.109
H 1.951 -1.499 3.807
H -0.300 -3.003 2.359
H -0.297 -4.514 4.109
H 3.029 -3.371 4.445
H 2.339 -4.995 3.019
H 2.190 -5.279 5.223
C 6.234 2.768 2.354
O 5.819 2.550 3.695
C 4.446 2.810 3.914
C 3.648 1.528 3.997
O 3.672 0.816 2.763
C 4.596 -0.249 2.751
H 7.234 2.351 2.254
H 5.566 2.283 1.637
H 6.274 3.838 2.130
H 4.043 3.449 3.123
H 4.349 3.344 4.864
H 2.605 1.770 4.223
H 4.036 0.897 4.804
H 4.215 -1.097 3.342
H 5.570 0.043 3.148
H 4.719 -0.573 1.718
C -1.789 -1.530 -1.146
O -2.201 -2.285 -0.016
C -3.208 -1.645 0.762
C -4.593 -2.169 0.463
O -5.001 -1.854 -0.854
C -4.897 -2.931 -1.769
H -1.182 -2.182 -1.772
H -2.645 -1.178 -1.724
H -1.186 -0.668 -0.841
H -3.177 -0.561 0.606
H -2.948 -1.848 1.803
H -5.301 -1.697 1.151
H -4.631 -3.251 0.629
H -5.689 -3.666 -1.596
H -3.924 -3.427 -1.710
H -5.018 -2.515 -2.767
C -4.281 2.572 -4.615
O -4.373 1.161 -4.675
C -4.845 0.567 -3.478
C -6.310 0.203 -3.555
O -7.134 1.351 -3.663
C -7.586 1.610 -4.980
H -4.105 2.930 -5.628
H -5.201 3.020 -4.232
H -3.441 2.882 -3.982
H -4.675 1.233 -2.625
H -4.262 -0.345 -3.314
H -6.586 -0.318 -2.633
H -6.486 -0.476 -4.397
H -8.353 0.887 -5.278
H -6.765 1.580 -5.701
H -8.025 2.606 -4.981
C 4.896 0.822 -2.890
O 3.669 0.402 -2.319
C 3.624 0.517 -0.911
C 2.875 1.748 -0.451
O 3.548 2.940 -0.813
C 3.009 3.582 -1.956
H 4.749 0.879 -3.967
H 5.198 1.804 -2.518
H 5.691 0.098 -2.681
H 4.638 0.526 -0.493
H 3.105 -0.371 -0.528
H 2.812 1.726 0.641
H 1.857 1.740 -0.855
H 2.050 4.056 -1.719
H 2.868 2.881 -2.782
H 3.715 4.352 -2.259
*
```